96
Properties=species:S:1:pos:R:3 method="wB97M-V/def2-TZVPD" e_above_lowest_kcal_mol=0.00 e_tot_ha=-3115.3196 e_homo_ev=-10.44 lumo_ha=-0.144 charge=+1
Sn -0.342 0.930 -1.792
Cl -2.001 4.620 1.234
C -2.965 3.711 0.130
C -4.334 4.029 0.007
C -5.150 3.315 -0.818
Cl -6.823 3.733 -0.954
C -4.638 2.213 -1.547
C -5.400 1.363 -2.376
C -4.811 0.279 -2.971
C -3.446 0.043 -2.756
N -2.707 0.835 -2.011
C -3.269 1.914 -1.406
C -2.389 2.690 -0.591
O -1.105 2.377 -0.523
H -4.729 4.854 0.582
H -6.452 1.570 -2.519
H -5.378 -0.394 -3.597
H -2.953 -0.815 -3.199
C 3.655 -0.298 -3.089
C 3.567 -0.378 -1.563
C 4.575 -1.389 -1.011
C 3.741 1.003 -0.951
C 4.968 1.646 -1.061
C 5.160 2.919 -0.549
C 4.109 3.588 0.052
C 2.853 2.999 0.171
C 1.700 3.773 0.777
C 1.987 4.183 2.222
C 1.392 4.994 -0.093
C 2.708 1.696 -0.304
N 1.453 1.016 -0.135
C 1.374 0.109 0.745
C 0.199 -0.843 0.713
N -0.707 -0.691 -0.170
C -1.726 -1.695 -0.307
C -2.930 -1.528 0.383
C -3.884 -2.530 0.250
C -3.652 -3.637 -0.553
C -2.463 -3.755 -1.251
C -1.470 -2.784 -1.145
C -0.168 -2.949 -1.911
C 0.599 -4.191 -1.449
C -0.414 -2.988 -3.420
C -3.187 -0.304 1.244
C -4.652 0.133 1.202
C -2.757 -0.524 2.698
C 0.462 -1.888 1.706
C -0.197 -3.022 2.112
C 0.393 -3.812 3.124
C 1.591 -3.479 3.710
C 2.291 -2.314 3.310
C 3.528 -1.840 3.819
C 4.089 -0.688 3.328
C 3.482 0.068 2.296
C 2.289 -0.374 1.787
C 1.700 -1.550 2.305
H 3.488 -1.281 -3.534
H 4.640 0.049 -3.405
H 2.913 0.393 -3.493
H 2.570 -0.753 -1.320
H 5.597 -1.110 -1.273
H 4.387 -2.378 -1.432
H 4.515 -1.463 0.076
H 5.789 1.141 -1.557
H 6.128 3.395 -0.634
H 4.258 4.592 0.428
H 0.813 3.139 0.779
H 2.834 4.868 2.284
H 2.208 3.315 2.847
H 1.120 4.692 2.646
H 2.253 5.664 -0.145
H 0.550 5.552 0.315
H 1.137 4.695 -1.112
H -4.827 -2.441 0.772
H -4.408 -4.407 -0.641
H -2.297 -4.618 -1.884
H 0.470 -2.085 -1.711
H 0.032 -5.100 -1.657
H 0.801 -4.159 -0.377
H 1.552 -4.265 -1.976
H -1.035 -3.841 -3.698
H 0.531 -3.074 -3.958
H -0.915 -2.081 -3.767
H -2.580 0.511 0.842
H -5.281 -0.527 1.803
H -5.045 0.136 0.185
H -4.753 1.138 1.615
H -3.299 -1.368 3.131
H -2.982 0.363 3.292
H -1.690 -0.727 2.790
H -1.147 -3.316 1.685
H -0.122 -4.707 3.448
H 2.005 -4.111 4.485
H 4.029 -2.394 4.603
H 5.030 -0.344 3.734
H 3.963 0.964 1.927